No. 1
An isolated ion of composition C5H10N3 and charge +1 at a distorted geometry, computed with wB97M-V/def2-TZVPD.

Element x y z (Å)
N 0.276 2.275 -1.198
C 0.015 1.014 -1.976
C 0.699 -0.178 -1.348
C 0.128 -0.561 -0.036
C -0.001 -1.811 0.475
N -0.474 -1.644 1.760
C -0.556 -0.286 1.989
N -0.188 0.384 0.919
H -0.533 2.475 -0.590
H 0.979 2.315 -0.452
H 0.318 3.102 -1.794
H -1.058 0.828 -2.133
H 0.384 1.154 -2.999
H 0.615 -1.021 -2.071
H 1.792 -0.033 -1.262
H 0.172 -2.798 0.066
H -0.546 -2.402 2.417
H -0.983 0.214 2.853

Values from the calculation:
- energy (hartree) = -360.5595
- 2S+1 = 1
- energy above the lowest of the compared OMol25 structures with the same formula, charge and spin (kcal/mol) = 9.77
- frontier orbital gap (eV) = 9.23
- highest occupied orbital energy (eV) = -12.4
- total charge = +1
- LUMO energy (eV) = -3.2

These are the Löwdin partial charges, in e, on atoms 1 to 5: 0.181, -0.144, -0.145, -0.333, -0.038


No. 2
C25H45InNP2Se as an isolated structure at a distorted geometry, computed with wB97M-V/def2-TZVPD.

Element x y z (Å)
In 0.052 -0.240 -1.993
C 0.066 -2.797 1.640
C 0.653 -2.826 0.352
C 2.155 -1.854 1.787
C 1.010 -2.234 2.538
C 1.926 -2.207 0.433
C -1.271 -3.324 1.992
H -1.953 -3.270 1.134
H -1.711 -2.748 2.816
H -1.225 -4.377 2.312
C 0.870 -2.139 4.003
H -0.174 -2.273 4.307
H 1.227 -1.162 4.365
H 1.464 -2.916 4.511
C 3.410 -1.288 2.315
H 4.145 -2.075 2.546
H 3.226 -0.704 3.229
H 3.869 -0.614 1.581
C 2.878 -2.030 -0.687
H 3.392 -2.975 -0.926
H 3.645 -1.286 -0.440
H 2.374 -1.693 -1.609
C 0.050 -3.468 -0.842
H -0.103 -4.548 -0.672
H 0.695 -3.366 -1.722
H -0.937 -3.042 -1.081
C -1.854 0.899 -2.121
C -2.080 -0.514 -2.090
C -2.392 -1.271 -3.383
C -1.158 -1.687 -4.274
C 0.151 -0.929 -4.052
C 0.232 0.488 -4.115
C -0.956 1.346 -4.532
C -2.012 1.665 -3.429
H -3.100 -0.704 -4.011
H -1.442 -1.618 -5.339
H -2.912 -2.203 -3.091
H -3.022 1.500 -3.849
H -2.038 1.505 -1.230
H -2.441 -0.984 -1.168
H -1.972 2.749 -3.214
H -0.564 2.313 -4.898
H 1.198 0.948 -4.342
H -1.481 0.905 -5.397
H -0.952 -2.757 -4.088
H 1.058 -1.524 -4.213
P -2.225 1.037 2.271
C -2.439 0.456 4.009
H -3.364 0.862 4.443
H -1.574 0.794 4.591
H -2.469 -0.642 4.022
C -2.650 2.808 2.539
H -3.456 2.909 3.277
H -2.948 3.255 1.583
H -1.733 3.291 2.898
C -3.877 0.508 1.654
H -4.001 0.874 0.628
H -4.676 0.906 2.293
H -3.918 -0.589 1.648
P 2.035 2.449 -0.226
C 3.438 1.917 -1.301
H 3.836 2.784 -1.848
H 3.092 1.159 -2.022
H 4.222 1.466 -0.677
C 1.371 3.802 -1.275
H 0.931 3.405 -2.202
H 2.185 4.499 -1.514
H 0.579 4.314 -0.713
C 2.854 3.338 1.121
H 3.444 4.165 0.710
H 3.475 2.629 1.686
H 2.075 3.696 1.806
Se 2.468 1.295 4.768
C 1.115 1.795 3.736
N 0.220 2.146 3.042

Values from the calculation:
- energy (hartree) = -4308.0618
- 2S+1 = 1
- frontier orbital gap (alpha / beta) (eV) = 3.40 / 3.39
- highest occupied orbital energy (alpha / beta) (eV) = -9.4 / -9.4
- total charge = +1
- LUMO energy (alpha / beta) (eV) = -6.0 / -6.0

These are the Löwdin partial charges, in e, on atoms 1 to 5: 0.942, -0.179, -0.127, -0.086, -0.129


No. 3
H10NaO5 as an isolated structure, computed with wB97M-V/def2-TZVPD.

Element x y z (Å)
Na -0.368 -0.199 -0.537
O 0.589 -3.010 -0.341
H 0.902 -3.301 0.516
H 1.132 -3.486 -0.969
O 0.225 -0.883 1.786
H 0.402 -0.670 2.703
H 0.789 -1.634 1.601
O 1.785 0.022 -1.205
H 2.362 -0.677 -1.513
H 2.154 0.821 -1.582
O -0.405 3.017 0.259
H -0.311 3.868 -0.170
H -0.856 2.472 -0.385
O -2.440 1.106 0.042
H -2.727 1.510 -0.777
H -3.235 1.045 0.571

Values from the calculation:
- energy (hartree) = -544.3354
- 2S+1 = 1
- energy above the lowest of the compared OMol25 structures with the same formula, charge and spin (kcal/mol) = 23.01
- frontier orbital gap (eV) = 11.19
- highest occupied orbital energy (eV) = -14.7
- total charge = +1
- LUMO energy (eV) = -3.5

These are the Löwdin partial charges, in e, on atoms 1 to 5: 0.626, -0.022, 0.044, 0.058, -0.020


No. 4
C15H9AsCl4F5O2PdSe3Te as an isolated structure at a distorted geometry, computed with wB97M-V/def2-TZVPD.

Element x y z (Å)
Pd 0.662 0.429 0.244
Cl -5.840 -2.588 0.591
C -4.496 -1.557 0.911
C -4.526 -0.710 2.039
Cl -5.891 -0.740 3.094
C -3.458 0.121 2.310
Cl -3.436 1.124 3.710
C -2.323 0.181 1.456
O -1.310 0.891 1.689
C -2.299 -0.683 0.260
O -1.336 -0.594 -0.551
C -3.400 -1.561 0.070
Cl -3.335 -2.609 -1.305
Se 0.580 -0.589 2.426
Se 2.646 -1.183 2.962
Te 3.169 1.453 0.452
Se 1.100 2.605 1.176
C 0.263 -2.116 -2.574
As 0.944 -1.736 -0.798
C 0.172 -3.247 0.148
C 2.797 -2.351 -0.893
H 0.310 -3.193 -2.733
H 0.845 -1.611 -3.342
H -0.773 -1.784 -2.622
H 0.402 -4.157 -0.410
H -0.907 -3.117 0.214
H 0.595 -3.326 1.147
H 2.819 -3.439 -0.833
H 3.355 -1.943 -0.050
H 3.260 -2.017 -1.821
F -1.528 2.274 -0.822
C -0.697 2.022 -1.831
C 0.430 1.235 -1.617
C 1.251 1.048 -2.714
F 2.352 0.273 -2.587
C 0.987 1.589 -3.958
F 1.794 1.360 -5.006
C -0.146 2.359 -4.128
F -0.420 2.892 -5.324
C -0.992 2.585 -3.058
F -2.081 3.339 -3.235

Values from the calculation:
- energy (hartree) = -12903.5688
- 2S+1 = 1
- frontier orbital gap (alpha / beta) (eV) = 4.00 / 3.80
- highest occupied orbital energy (alpha / beta) (eV) = -3.9 / -3.9
- total charge = -1
- LUMO energy (alpha / beta) (eV) = 0.1 / -0.1

These are the Löwdin partial charges, in e, on atoms 1 to 5: 0.219, 0.638, -0.720, -0.724, 0.633